The following is a DFT calculation (ωB97M-V/def2-TZVPD) of a 2-piece molecular cluster, C5H11Cl2N2 overall.

The geometry in XYZ format:
```
20
Properties=species:S:1:pos:R:3:forces:R:3:nbo_charge:R:1
C 0.3207 -1.1507 0.9457 -2.9 2.5 3.6 -0.431
C -0.5791 -0.8298 -0.2477 -1.7 0.0 0.0 -0.229
C 1.6759 -0.6341 0.5980 -1.1 1.9 -1.5 -0.020
C 1.2168 0.5370 -0.5706 0.9 -1.1 0.7 0.327
C -0.7236 1.1599 -1.8877 -0.8 -3.5 -3.9 -0.442
N 0.0097 0.3493 -0.9728 0.8 -0.9 1.5 -0.294
N 2.4925 -0.3133 1.6387 -1.4 0.7 1.2 -0.786
Cl 2.3176 1.5883 -1.3161 -0.5 -0.2 0.5 0.158
Cl -2.0043 2.1801 1.0470 -0.5 0.0 0.7 -0.303
H -0.1009 -0.4624 1.8597 1.2 -1.5 -1.9 0.220
H 0.2298 -2.1862 1.3689 0.4 0.9 -0.9 0.277
H -0.5426 -1.7650 -0.7521 0.2 -0.3 -1.9 0.232
H -1.6878 -0.6108 -0.2013 1.3 -0.2 0.9 0.249
H 2.1567 -1.2652 -0.0408 1.5 -2.1 -1.8 0.217
H -1.6790 1.4465 -1.6228 -2.0 0.0 1.5 0.252
H -0.2698 2.0355 -2.1139 2.0 2.5 -0.6 0.238
H -0.9300 0.6075 -2.9306 0.8 0.9 2.3 0.245
H -2.8649 2.0760 2.0283 0.5 0.1 -0.6 0.308
H 3.4629 -0.2651 1.6337 1.8 -0.2 -0.8 0.405
H 2.1180 0.4362 2.1640 -0.3 0.6 1.0 0.375
```
Positions in Å, forces in eV/Å.

Computed properties:
2S+1: 1
Electronic energy: -33380.4982 eV
Total charge: +1
Relative energy (zero: lowest compared OMol25 entry of this formula, charge and spin): 17.60 kcal/mol
LUMO: -4.0908 eV
HOMO energy: -13.7669 eV

***

The following is a DFT calculation (ωB97M-V/def2-TZVPD) of one molecule with the formula C21H20N2O5.

The geometry in XYZ format:
```
48
Properties=species:S:1:pos:R:3:forces:R:3:nbo_charge:R:1
C -5.5608 -3.8028 -1.0429 0.4 0.2 0.2 -0.623
C -4.2058 -3.7512 -0.3636 -0.1 -0.6 0.0 -0.069
O -3.7627 -2.3956 -0.3529 -0.1 0.3 -0.1 -0.507
C -2.5619 -2.1694 0.1877 0.2 -0.3 0.1 0.790
O -1.8802 -3.0761 0.6427 -0.2 0.1 -0.1 -0.642
C -2.1818 -0.7564 0.1800 0.3 0.3 0.1 -0.256
C -3.1079 0.2214 -0.2461 0.1 -0.1 0.0 0.099
N -2.8606 1.4919 -0.3148 -0.5 0.3 -0.2 -0.447
C -1.6696 1.9386 0.1404 0.3 -0.4 0.1 0.205
C -1.4559 3.3491 0.1468 0.2 0.2 0.1 0.302
O -2.4493 4.0857 -0.3985 0.1 -0.3 0.0 -0.469
C -2.3287 5.4860 -0.3958 0.1 0.2 0.0 -0.251
C -0.3048 3.8565 0.7081 -0.5 0.2 -0.3 -0.297
C 0.6375 2.9984 1.2834 0.1 -0.4 0.1 -0.199
C 0.4762 1.6407 1.2524 0.2 0.2 0.2 -0.206
C -0.6608 1.0777 0.6412 -0.3 0.4 -0.2 -0.155
C -0.8942 -0.3355 0.5607 -0.5 -0.1 -0.1 0.295
N 0.0459 -1.2544 0.8974 -0.5 -0.4 0.4 -0.593
C 1.4241 -1.2115 0.6930 0.7 0.1 -0.3 0.148
C 2.2337 -2.0568 1.4521 -0.1 0.1 0.0 -0.238
C 3.6006 -2.0594 1.2709 0.1 0.2 -0.3 -0.225
C 4.1896 -1.2350 0.3206 0.0 0.1 0.0 0.187
C 3.3772 -0.4295 -0.4836 0.1 -0.1 0.1 0.301
C 2.0040 -0.4203 -0.2933 0.1 -0.2 0.1 -0.303
O 3.8927 0.3545 -1.4839 -0.4 0.0 0.3 -0.494
C 5.2223 0.0262 -1.8195 0.5 -0.2 0.1 -0.097
C 6.0547 -0.1602 -0.5516 -0.1 0.4 -0.4 -0.096
O 5.5585 -1.2443 0.1994 -0.2 -0.3 0.1 -0.485
H -5.9190 -4.8279 -1.0662 0.0 -0.1 0.0 0.217
H -5.4826 -3.4289 -2.0602 0.0 0.0 -0.1 0.214
H -6.2743 -3.1878 -0.5012 -0.1 0.0 0.0 0.213
H -4.2620 -4.1142 0.6694 0.1 0.0 -0.2 0.188
H -3.4672 -4.3618 -0.8960 -0.1 0.1 0.1 0.189
H -4.0924 -0.0922 -0.5633 -0.1 -0.1 0.0 0.205
H -2.2621 5.8840 0.6224 0.0 0.0 0.0 0.175
H -1.4580 5.8181 -0.9717 0.0 0.0 0.0 0.174
H -3.2353 5.8594 -0.8690 0.1 0.0 0.0 0.202
H -0.1225 4.9192 0.7361 -0.1 0.1 0.0 0.218
H 1.5066 3.4259 1.7608 0.1 0.0 0.1 0.215
H 1.2045 1.0012 1.7231 0.1 0.0 0.0 0.225
H -0.3440 -2.1890 1.0367 0.1 0.2 -0.1 0.445
H 1.7829 -2.7015 2.1902 -0.1 0.0 0.1 0.218
H 4.2403 -2.6938 1.8627 0.1 -0.1 0.1 0.228
H 1.4041 0.2094 -0.9299 -0.1 0.1 -0.1 0.237
H 5.6012 0.8495 -2.4268 0.0 -0.1 0.0 0.201
H 5.2430 -0.9041 -2.4038 0.0 0.1 0.0 0.179
H 7.0932 -0.3957 -0.7888 -0.1 0.1 0.0 0.201
H 6.0118 0.7617 0.0453 0.0 -0.1 0.0 0.178
```
Positions in Å, forces in eV/Å.

Computed properties:
2S+1: 1
Electronic energy: -35319.2610 eV
Total charge: 0
Relative energy (zero: lowest compared OMol25 entry of this formula, charge and spin): 54.30 kcal/mol
LUMO: 0.1897 eV
SMILES: CCOC(=O)c1cnc2c(OC)cccc2c1Nc1ccc2c(c1)OCCO2
HOMO energy: -7.5354 eV

***

The following is a DFT calculation (ωB97M-V/def2-TZVPD) of one molecule with the formula CHBrF2O.

The geometry in XYZ format:
```
6
Properties=species:S:1:pos:R:3:forces:R:3:nbo_charge:R:1
O 1.1269 -0.1442 0.1840 1.1 -1.8 2.8 -0.675
C -0.0579 0.1905 -0.2384 -3.1 0.2 3.4 0.928
F -0.0778 0.6436 -1.4030 0.7 1.0 -3.3 -0.279
F -0.6079 1.2284 0.5627 0.5 -1.4 -0.4 -0.369
Br -1.4485 -1.3285 -0.2296 0.8 0.7 0.3 -0.130
H 1.0653 -0.5898 1.1242 0.1 1.3 -2.7 0.525
```
Positions in Å, forces in eV/Å.

Computed properties:
2S+1: 1
Electronic energy: -78577.8407 eV
Total charge: 0
Relative energy (zero: lowest compared OMol25 entry of this formula, charge and spin): 9.81 kcal/mol
LUMO: 0.3943 eV
SMILES: OC(F)(F)Br
HOMO energy: -10.9202 eV

***

Q: 2S+1 of number 1 (C5H11Cl2N2)?
A: 1